This record from the OMol25 dataset describes a structure of composition C6H12BrCdN2. The level of theory is ωB97M-V/def2-TZVPD.

Positions of all 22 atoms, in Å:
C -2.140 -1.787 -2.412
Cd -0.889 -0.844 -0.922
N 0.625 0.430 -2.400
H -3.430 -0.649 0.848
H -3.602 -0.345 0.174
H -3.128 -2.053 -2.009
H -1.630 -2.714 -2.724
H -2.279 -1.171 -3.309
H 1.559 0.141 -2.093
H 0.595 1.439 -2.257
H 0.528 0.231 -3.401
Br 2.564 -1.436 3.764
C 1.697 -0.231 2.566
C 1.919 1.143 2.663
C 1.279 2.013 1.781
C 0.460 1.478 0.801
N 0.247 0.146 0.703
C 0.887 -0.716 1.541
H 2.588 1.510 3.427
H 1.413 3.094 1.820
H -0.025 2.106 0.058
H 0.760 -1.783 1.380

## Properties
total charge	-1
energy above the lowest of the compared OMol25 structures with the same formula, charge and spin	0.145	eV
highest occupied orbital energy (alpha / beta)	0.3 / 0.3	eV
total energy	-3086.92588	hartree
LUMO (alpha / beta)	0.118 / 0.117	hartree
Kohn-Sham gap (alpha / beta)	2.86 / 2.91	eV



This record from the OMol25 dataset describes the ion C6H12BrN2OS with charge +1. The level of theory is ωB97M-V/def2-TZVPD.

Positions of all 23 atoms, in Å:
C -0.438 -2.202 -0.837
N -0.353 -0.929 -1.035
C 0.754 -0.123 -0.901
C 1.942 -0.296 -0.248
Br 3.137 1.168 -0.357
S 2.519 -1.644 0.712
N 3.943 -1.041 1.305
C -1.560 -0.201 -1.407
C -2.088 0.577 -0.195
O -1.129 1.535 0.170
C -1.485 2.276 1.323
H -1.373 -2.715 -0.981
H 0.427 -2.768 -0.530
H 0.619 0.849 -1.352
H 4.772 -1.502 0.949
H 3.972 -0.951 2.313
H -1.329 0.506 -2.206
H -2.325 -0.898 -1.749
H -3.040 1.054 -0.468
H -2.280 -0.116 0.642
H -0.683 2.994 1.482
H -1.570 1.617 2.197
H -2.432 2.809 1.175

## Properties
structure (SMILES)	C=[N+](/C=C(/Br)SN)CCOC
total charge	+1
energy above the lowest of the compared OMol25 structures with the same formula, charge and spin	0.000	eV
highest occupied orbital energy	-12.5	eV
total energy	-3392.45066	hartree
LUMO	-0.176	hartree
Kohn-Sham gap	7.69	eV



This record from the OMol25 dataset describes a cluster of 6 separate species, C6H12Cl12 in total. The level of theory is ωB97M-V/def2-TZVPD.

Positions of all 30 atoms, in Å:
Cl 2.362 -0.371 5.715
C 2.973 1.159 6.365
Cl 2.665 2.510 5.229
H 2.394 1.346 7.269
H 4.016 1.085 6.673
Cl -0.629 8.120 -2.867
C 0.510 7.112 -1.999
Cl 1.569 8.090 -1.066
H 0.014 6.462 -1.277
H 1.125 6.497 -2.656
Cl -1.464 0.561 -6.740
C -0.365 1.127 -5.544
Cl 0.001 2.831 -5.742
H -0.839 0.944 -4.580
H 0.580 0.587 -5.582
Cl -1.219 -7.740 -3.378
C -1.645 -6.148 -3.947
Cl -1.173 -5.964 -5.595
H -2.718 -5.989 -3.843
H -1.223 -5.369 -3.313
Cl -0.776 -4.440 3.820
C -1.863 -3.391 4.826
Cl -3.483 -4.135 4.975
H -1.446 -3.201 5.815
H -2.003 -2.434 4.324
Cl 0.293 1.756 0.211
C 0.619 0.120 0.722
Cl -0.082 -1.103 -0.431
H 1.673 -0.075 0.919
H 0.132 0.051 1.694

## Properties
structure (SMILES)	ClCCl.ClCCl.ClCCl.ClCCl.ClCCl.ClCCl
total charge	0
energy above the lowest of the compared OMol25 structures with the same formula, charge and spin	0.932	eV
highest occupied orbital energy	-10.9	eV
total energy	-5758.06972	hartree
LUMO	0.008	hartree
Kohn-Sham gap	11.15	eV



This record from the OMol25 dataset describes a cluster of 6 separate species, C6H12Cl12 in total. The level of theory is ωB97M-V/def2-TZVPD.

Positions of all 30 atoms, in Å:
Cl -0.681 -2.464 -2.804
C -0.166 -0.965 -1.930
Cl 0.168 0.302 -3.072
H -0.905 -0.634 -1.201
H 0.737 -1.189 -1.362
Cl -3.616 -8.071 0.066
C -2.803 -6.894 1.159
Cl -1.744 -7.727 2.289
H -2.352 -6.116 0.543
H -3.553 -6.334 1.718
Cl -3.697 5.940 2.131
C -2.513 4.614 1.949
Cl -1.407 4.976 0.613
H -2.018 4.424 2.901
H -3.052 3.703 1.691
Cl -1.460 4.786 -7.298
C -2.491 3.493 -7.975
Cl -2.317 3.550 -9.701
H -2.270 2.506 -7.569
H -3.529 3.718 -7.730
Cl 2.929 2.773 3.931
C 4.228 3.217 2.757
Cl 4.464 1.870 1.587
H 3.908 4.094 2.195
H 5.131 3.416 3.334
Cl 3.876 -3.052 6.029
C 3.942 -3.403 4.277
Cl 2.339 -3.307 3.565
H 4.632 -2.771 3.718
H 4.219 -4.453 4.188

## Properties
structure (SMILES)	ClCCl.ClCCl.ClCCl.ClCCl.ClCCl.ClCCl
total charge	0
energy above the lowest of the compared OMol25 structures with the same formula, charge and spin	0.918	eV
highest occupied orbital energy	-10.9	eV
total energy	-5758.07024	hartree
LUMO	0.005	hartree
Kohn-Sham gap	11.05	eV



This record from the OMol25 dataset describes a cluster of 3 separate species, C6H12Cl6 in total. The level of theory is ωB97M-V/def2-TZVPD.

Positions of all 24 atoms, in Å:
Cl -4.264 -1.027 3.495
C -2.801 -0.172 4.140
C -1.653 -1.175 4.582
Cl -0.874 -1.915 3.128
H -3.059 0.474 4.979
H -2.425 0.591 3.459
H -1.904 -1.953 5.302
H -0.883 -0.544 5.026
Cl -3.033 1.016 -0.955
C -1.802 0.417 0.197
C -0.686 -0.428 -0.603
Cl -1.319 -2.045 -1.155
H -2.346 -0.280 0.835
H -1.412 1.281 0.735
H 0.162 -0.602 0.059
H -0.356 0.085 -1.507
Cl 5.402 1.827 -4.363
C 4.321 0.536 -3.871
C 2.882 0.993 -4.073
Cl 1.754 -0.094 -3.265
H 4.540 0.310 -2.828
H 4.399 -0.333 -4.524
H 2.604 1.044 -5.126
H 2.753 1.996 -3.667

## Properties
structure (SMILES)	ClCCCl.ClCCCl.ClCCCl
total charge	0
energy above the lowest of the compared OMol25 structures with the same formula, charge and spin	0.659	eV
highest occupied orbital energy	-10.5	eV
total energy	-2996.95687	hartree
LUMO	0.023	hartree
Kohn-Sham gap	11.13	eV



This record from the OMol25 dataset describes a structure of composition C6H12Cl6F2MgNO4S2. The level of theory is ωB97M-V/def2-TZVPD.

Positions of all 34 atoms, in Å:
Mg -19.107 22.031 -0.468
N -21.411 19.733 0.608
S -22.753 19.211 0.143
O -23.884 19.616 0.993
O -22.895 18.067 -0.741
F -22.888 20.424 -0.909
S -21.364 18.380 1.707
O -20.616 17.294 1.066
O -22.382 18.102 2.746
F -20.177 18.926 2.694
Cl -12.694 16.469 4.583
C -14.020 17.501 3.977
C -14.425 17.214 2.579
Cl -14.455 15.400 2.172
H -13.786 18.565 3.959
H -14.815 17.274 4.689
H -13.734 17.621 1.840
H -15.442 17.561 2.399
Cl -17.858 20.286 8.303
C -19.622 20.512 8.703
C -20.105 19.516 9.783
Cl -19.154 19.608 11.286
H -20.202 20.290 7.808
H -19.751 21.544 9.029
H -20.022 18.493 9.417
H -21.154 19.617 10.061
Cl -23.569 13.009 8.228
C -24.483 12.137 7.043
C -24.189 12.518 5.619
Cl -22.484 12.306 5.155
H -25.542 12.311 7.236
H -24.235 11.092 7.227
H -24.536 13.546 5.510
H -24.847 11.906 5.002

## Properties
total charge	+1
highest occupied orbital energy	-11.9	eV
total energy	-4548.28120	hartree
LUMO	-0.389	hartree
Kohn-Sham gap	1.26	eV



This record from the OMol25 dataset describes an isolated molecule of C6H12ClN. The level of theory is ωB97M-V/def2-TZVPD.

Positions of all 20 atoms, in Å:
C -0.240 0.232 -3.103
C -0.739 0.296 -1.670
C -1.913 1.288 -1.446
C -0.092 -0.383 -0.748
C -0.548 -0.659 0.664
N -0.366 -2.041 1.134
C 0.060 0.314 1.722
Cl 1.846 0.424 1.683
H 0.723 -0.327 -3.182
H -0.034 1.248 -3.476
H -0.949 -0.219 -3.835
H -1.488 2.135 -0.938
H -2.736 0.966 -0.819
H -2.329 1.620 -2.375
H 0.830 -0.906 -1.016
H -1.612 -0.446 0.671
H -0.474 -2.735 0.383
H 0.647 -2.041 1.337
H -0.256 -0.063 2.715
H -0.310 1.314 1.473

## Properties
structure (SMILES)	CC(C)=C[C@@H](N)CCl
total charge	0
energy above the lowest of the compared OMol25 structures with the same formula, charge and spin	0.963	eV
highest occupied orbital energy	-9.2	eV
total energy	-750.73753	hartree
LUMO	0.032	hartree
Kohn-Sham gap	10.03	eV



This record from the OMol25 dataset describes a cluster of 2 separate species, C6H12ClN2 in total. The level of theory is ωB97M-V/def2-TZVPD.

Positions of all 21 atoms, in Å:
C -2.399 -0.036 -0.082
C -2.267 0.285 -1.526
C -2.884 0.873 0.955
C 3.180 -1.182 0.511
C 3.198 0.969 -1.042
C 2.444 0.054 -0.082
N 1.269 0.325 0.272
N 0.217 0.612 0.489
Cl -2.394 -1.706 0.197
H -2.449 -0.596 -2.037
H -1.158 0.522 -1.719
H -2.852 1.152 -1.825
H -3.951 0.945 0.897
H -2.576 1.854 0.834
H -2.697 0.570 2.045
H 2.541 -1.664 1.232
H 4.179 -1.068 0.966
H 3.234 -2.038 -0.239
H 2.785 1.832 -1.463
H 3.072 0.308 -1.929
H 4.298 0.854 -0.812

## Properties
total charge	+1
energy above the lowest of the compared OMol25 structures with the same formula, charge and spin	4.437	eV
highest occupied orbital energy (alpha / beta)	-11.2 / -11.2	eV
total energy	-805.11489	hartree
LUMO (alpha / beta)	-0.225 / -0.225	hartree
Kohn-Sham gap (alpha / beta)	5.12 / 5.12	eV



This record from the OMol25 dataset describes a cluster of 2 separate species, C6H12ClNO2 in total. The level of theory is ωB97M-V/def2-TZVPD.

Positions of all 22 atoms, in Å:
C 3.084 1.721 -0.125
C -3.039 -0.382 -0.521
C -2.031 0.630 0.008
C -0.858 -0.035 0.734
C 0.220 -0.512 -0.242
C 1.233 -1.420 0.446
N 3.049 2.123 -1.240
O 2.997 1.509 1.010
O 1.698 -0.995 1.649
Cl 2.628 -1.641 -0.726
H -3.488 -0.931 0.304
H -2.566 -1.099 -1.187
H -3.831 0.121 -1.070
H -2.542 1.305 0.698
H -1.646 1.234 -0.817
H -0.412 0.675 1.433
H -1.225 -0.882 1.318
H -0.232 -1.066 -1.065
H 0.731 0.356 -0.665
H 0.836 -2.428 0.601
H 3.351 1.805 -2.133
H 2.040 -0.086 1.592

## Properties
<S²>	2.0060
total charge	0
energy above the lowest of the compared OMol25 structures with the same formula, charge and spin	2.169	eV
spin multiplicity	3
highest occupied orbital energy (alpha / beta)	-5.2 / -10.4	eV
total energy	-901.01261	hartree
LUMO (alpha / beta)	0.024 / -0.160	hartree
Kohn-Sham gap (alpha / beta)	5.85 / 6.06	eV



This record from the OMol25 dataset describes a cluster of 2 separate species, C6H12ClNP in total. The level of theory is ωB97M-V/def2-TZVPD.

Positions of all 21 atoms, in Å:
C -1.432 0.787 -0.479
C -2.185 0.979 1.882
C 2.648 -0.862 0.853
C -2.461 0.883 0.355
C 2.303 -0.967 -0.643
C 2.152 0.485 -1.178
N -0.436 0.667 -1.137
P 0.674 0.428 -2.301
Cl -4.634 -1.318 -2.714
H -1.234 0.619 2.128
H -2.954 0.569 2.542
H -2.177 2.096 2.316
H 3.590 -0.472 0.873
H 1.894 -0.291 1.371
H 2.622 -1.854 1.366
H -3.404 0.815 -0.050
H -4.340 -1.299 -1.450
H 2.904 -1.677 -1.157
H 1.313 -1.638 -0.550
H 2.125 1.260 -0.387
H 3.032 0.789 -1.639

## Properties
total charge	+1
energy above the lowest of the compared OMol25 structures with the same formula, charge and spin	1.484	eV
highest occupied orbital energy (alpha / beta)	-13.6 / -13.6	eV
total energy	-1091.75199	hartree
LUMO (alpha / beta)	-0.230 / -0.230	hartree
Kohn-Sham gap (alpha / beta)	7.36 / 7.36	eV